Record 1
This record from the Open Molecules 2025 dataset describes a cluster of 2 separate species, C4H12N2O in total in a non-equilibrium geometry. The level of theory is ωB97M-V/def2-TZVPD.

Charge   0
HOMO-LUMO gap   9.00 eV
Energy   -344.319091 Eh
Energy above the lowest of the compared OMol25 structures with the same formula, charge and spin   41.4 kcal/mol
Molecular weight   104.15 g/mol

Each atom is followed by the atoms it is bonded to, with distances in Å.
Atoms and positions in Å:
1 C 1.54 0.13 -1.12  C2 1.526, N6 1.463, H7 1.099, H8 1.086
2 C 1.09 -0.23 0.29  C1 1.526, C3 1.493, H9 1.098, H10 1.104
3 C 0.09 0.66 0.96  C2 1.493, C4 1.342, N5 1.393
4 C 0.04 1.98 0.76  C3 1.342, H11 1.062, H12 1.076
5 N -0.60 0.03 2.00  C3 1.393, H13 1.011, H14 1.019
6 N 0.44 -0.10 -2.05  C1 1.463, H15 1.009, H16 1.011
7 H 1.87 1.18 -1.17  C1 1.099
8 H 2.39 -0.52 -1.30  C1 1.086
9 H 1.93 -0.44 0.96  C2 1.098
10 H 0.75 -1.28 0.22  C2 1.104
11 H -0.48 2.48 1.54  C4 1.062
12 H 0.91 2.47 0.36  C4 1.076
13 H -1.03 -0.85 1.76  N5 1.011
14 H -1.39 0.58 2.33  N5 1.019
15 H 0.67 0.13 -3.00  N6 1.009
16 H -0.37 0.41 -1.72  N6 1.011
17 H -2.19 -2.68 -0.71  O19 0.966
18 H -3.13 -2.12 0.30  O19 0.966
19 O -2.53 -1.83 -0.40  H17 0.966, H18 0.966

=====

Record 2
This record from the Open Molecules 2025 dataset describes an isolated molecule of C4H12N2O in a non-equilibrium geometry. The level of theory is ωB97M-V/def2-TZVPD.

Charge   0
HOMO-LUMO gap   9.76 eV
Energy   -344.318032 Eh
Energy above the lowest of the compared OMol25 structures with the same formula, charge and spin   42.0 kcal/mol
Molecular weight   104.15 g/mol

Each atom is followed by the atoms it is bonded to, with distances in Å.
Atoms and positions in Å:
1 C -0.02 0.97 0.52  N2 1.462, C5 1.529, H8 1.088, H9 1.091
2 N -1.15 0.61 -0.34  C1 1.462, C3 1.441, H10 1.014
3 C -2.40 1.12 0.16  N2 1.441, O4 1.402, H11 1.098, H12 1.097
4 O -3.45 0.82 -0.72  C3 1.402, H13 0.965
5 C 1.04 -0.12 0.69  C1 1.529, N6 1.457, H14 1.085, H15 1.103
6 N 1.39 -0.73 -0.59  C5 1.457, C7 1.445, H16 1.005
7 C 2.45 -1.71 -0.50  N6 1.445, H17 1.095, H18 1.085, H19 1.096
8 H -0.36 1.24 1.52  C1 1.088
9 H 0.48 1.84 0.09  C1 1.091
10 H -1.23 -0.39 -0.48  N2 1.014
11 H -2.72 0.68 1.12  C3 1.098
12 H -2.32 2.20 0.28  C3 1.097
13 H -3.12 0.94 -1.62  O4 0.965
14 H 1.93 0.41 1.01  C5 1.085
15 H 0.69 -0.88 1.40  C5 1.103
16 H 0.56 -1.05 -1.06  N6 1.005
17 H 3.41 -1.28 -0.81  C7 1.095
18 H 2.28 -2.55 -1.17  C7 1.085
19 H 2.54 -2.13 0.50  C7 1.096

=====

Record 3
This record from the Open Molecules 2025 dataset describes a cluster of 2 separate species, C4H12N2O in total. The level of theory is ωB97M-V/def2-TZVPD.

Charge   0
HOMO-LUMO gap   9.22 eV
Energy   -344.323142 Eh
Energy above the lowest of the compared OMol25 structures with the same formula, charge and spin   38.8 kcal/mol
Molecular weight   104.15 g/mol

Each atom is followed by the atoms it is bonded to, with distances in Å.
Atoms and positions in Å:
1 C -2.32 -0.34 -0.41  C2 1.543, N6 1.448, H7 1.094, H8 1.093
2 C -0.97 0.00 -1.07  C1 1.543, C3 1.505, H9 1.083, H10 1.099
3 C 0.08 0.35 -0.06  C2 1.505, C4 1.330, H11 1.088
4 C 0.71 -0.58 0.66  C3 1.330, N5 1.398, H12 1.094
5 N 1.78 -0.41 1.55  C4 1.398, H13 1.007, H14 1.007
6 N -2.91 0.69 0.42  C1 1.448, H15 1.009, H16 1.012
7 H -2.15 -1.24 0.19  C1 1.094
8 H -3.03 -0.58 -1.20  C1 1.093
9 H -0.67 -0.88 -1.63  C2 1.083
10 H -1.09 0.85 -1.76  C2 1.099
11 H 0.34 1.39 0.13  C3 1.088
12 H 0.54 -1.63 0.45  C4 1.094
13 H 1.73 -0.80 2.48  N5 1.007
14 H 2.26 0.47 1.60  N5 1.007
15 H -2.38 0.92 1.25  N6 1.009
16 H -3.09 1.55 -0.08  N6 1.012
17 H 2.96 0.09 -0.82  O19 0.969
18 H 4.38 0.43 -0.64  O19 0.966
19 O 3.84 -0.25 -1.05  H17 0.969, H18 0.966

=====

Record 4
This record from the Open Molecules 2025 dataset describes a cluster of 2 separate species, C4H12N2O in total in a non-equilibrium geometry. The level of theory is ωB97M-V/def2-TZVPD.

Charge   0
HOMO-LUMO gap   9.19 eV
Energy   -344.303644 Eh
Energy above the lowest of the compared OMol25 structures with the same formula, charge and spin   51.1 kcal/mol
Molecular weight   104.15 g/mol

Each atom is followed by the atoms it is bonded to, with distances in Å.
Atoms and positions in Å:
1 C 0.61 -1.79 -1.27  O2 1.451, C3 1.523, H4 1.096, H5 1.094
2 O -0.18 -2.30 -0.17  C1 1.451, H6 0.982
3 C 1.66 -0.83 -0.74  C1 1.523, H7 1.094, H8 1.098, H9 1.097
4 H 1.12 -2.60 -1.80  C1 1.096
5 H -0.08 -1.31 -1.98  C1 1.094
6 H 0.47 -2.67 0.46  O2 0.982
7 H 2.22 -1.27 0.09  C3 1.094
8 H 2.33 -0.50 -1.55  C3 1.098
9 H 1.20 0.09 -0.36  C3 1.097
10 C -0.10 2.48 0.35  N13 1.505, H14 1.102, H15 1.094, H16 1.079
11 N -1.94 0.17 0.53  C12 1.390, H17 1.074, H18 1.031
12 C -1.34 0.84 1.59  N11 1.390, N13 1.309, H19 1.113
13 N -0.29 1.62 1.57  C10 1.505, C12 1.309
14 H 0.82 3.06 0.55  C10 1.102
15 H -0.92 3.20 0.27  C10 1.094
16 H 0.01 1.93 -0.57  C10 1.079
17 H -1.29 -0.06 -0.29  N11 1.074
18 H -2.52 -0.64 0.78  N11 1.031
19 H -1.79 0.55 2.56  C12 1.113

=====

Record 5
This record from the Open Molecules 2025 dataset describes a cluster of 2 separate species, C4H12N2O in total in a non-equilibrium geometry. The level of theory is ωB97M-V/def2-TZVPD.

Charge   0
HOMO-LUMO gap   10.31 eV
Energy   -344.287979 Eh
Energy above the lowest of the compared OMol25 structures with the same formula, charge and spin   60.9 kcal/mol
Molecular weight   104.15 g/mol

Each atom is followed by the atoms it is bonded to, with distances in Å.
Atoms and positions in Å:
1 C 2.10 -1.11 -0.28  H7 1.098, H8 1.048, H9 1.181, N17 1.504
2 C -0.24 1.92 -0.20  C3 1.441, H10 1.095, H11 1.061, H12 1.180
3 C -0.77 0.71 0.38  C2 1.441, N18 1.350, O19 1.210
4 C -2.38 -1.14 0.13  H14 1.210, H15 1.087, H16 1.122, N18 1.506
5 H 1.74 0.49 0.85  N17 1.051
6 H 3.31 0.12 0.86  N17 1.064
7 H 2.91 -1.42 -0.95  C1 1.098
8 H 1.96 -1.92 0.37  C1 1.048
9 H 1.14 -1.10 -0.96  C1 1.181
10 H -0.25 2.74 0.54  C2 1.095
11 H -0.63 2.25 -1.13  C2 1.061
12 H 0.92 1.80 -0.37  C2 1.180
13 H -2.64 0.82 -0.70  N18 1.203
14 H -1.57 -2.03 0.21  C4 1.210
15 H -3.14 -1.00 0.90  C4 1.087
16 H -2.92 -1.58 -0.75  C4 1.122
17 N 2.51 0.26 0.17  C1 1.504, H5 1.051, H6 1.064
18 N -1.72 0.12 -0.37  C3 1.350, C4 1.506, H13 1.203
19 O -0.33 0.05 1.30  C3 1.210

=====

Record 6
This record from the Open Molecules 2025 dataset describes an isolated molecule of C4H12N2O in a non-equilibrium geometry. The level of theory is ωB97M-V/def2-TZVPD.

Charge   0
HOMO-LUMO gap   9.22 eV
Energy   -344.289066 Eh
Energy above the lowest of the compared OMol25 structures with the same formula, charge and spin   60.2 kcal/mol
Molecular weight   104.15 g/mol

Each atom is followed by the atoms it is bonded to, with distances in Å.
Atoms and positions in Å:
1 C 0.37 -0.14 -0.58  N2 1.464, C5 1.554, H8 1.099, H9 1.087
2 N -0.49 0.99 -0.91  C1 1.464, C3 1.415, H10 1.007
3 C 0.02 2.31 -1.03  N2 1.415, O4 1.451, H11 1.101, H12 1.107
4 O -1.05 3.28 -0.97  C3 1.451, H13 0.958
5 C -0.22 -0.94 0.62  C1 1.554, C6 1.543, N7 1.554, H14 1.084
6 C 0.91 -1.69 1.36  C5 1.543, H15 1.096, H16 1.086, H17 1.127
7 N -1.05 -2.10 0.01  C5 1.554, H18 1.020, H19 1.022
8 H 1.37 0.22 -0.34  C1 1.099
9 H 0.50 -0.85 -1.40  C1 1.087
10 H -1.38 0.76 -0.50  N2 1.007
11 H 0.73 2.62 -1.81  C3 1.101
12 H 0.60 2.64 -0.15  C3 1.107
13 H -0.76 4.08 -1.41  O4 0.958
14 H -0.72 -0.40 1.42  C5 1.084
15 H 1.49 -2.30 0.65  C6 1.096
16 H 0.55 -2.32 2.17  C6 1.086
17 H 1.67 -1.09 1.94  C6 1.127
18 H -0.61 -2.95 0.37  N7 1.020
19 H -1.92 -2.12 0.54  N7 1.022

=====

Record 7
This record from the Open Molecules 2025 dataset describes the ion C4H12N2O with charge +1 in a non-equilibrium geometry. The level of theory is ωB97M-V/def2-TZVPD.

Charge   +1
Multiplicity   2
HOMO-LUMO gap (alpha / beta)   10.88 / 5.09 eV
Energy   -344.001024 Eh
Energy above the lowest of the compared OMol25 structures with the same formula, charge and spin   38.6 kcal/mol
Molecular weight   104.15 g/mol

Each atom is followed by the atoms it is bonded to, with distances in Å.
Atoms and positions in Å:
1 C 0.41 0.40 0.39  N2 1.506, C5 1.525, H8 1.087, H9 1.087
2 N 0.55 0.64 -1.09  C1 1.506, C3 1.465, H10 1.021
3 C -0.22 1.81 -1.54  N2 1.465, O4 1.383, H11 1.088, H12 1.106
4 O -0.44 1.84 -2.91  C3 1.383, H13 0.956
5 C -0.26 -0.94 0.62  C1 1.525, C6 1.581, N7 1.422, H14 1.094
6 C -0.51 -1.01 2.18  C5 1.581, H15 1.092, H16 1.085, H17 1.089
7 N 0.67 -1.91 0.16  C5 1.422, H18 1.028, H19 1.017
8 H -0.04 1.32 0.77  C1 1.087
9 H 1.39 0.27 0.83  C1 1.087
10 H 1.54 0.80 -1.26  N2 1.021
11 H 0.28 2.70 -1.18  C3 1.088
12 H -1.20 1.78 -1.03  C3 1.106
13 H -0.79 0.99 -3.18  O4 0.956
14 H -1.25 -1.17 0.20  C5 1.094
15 H -0.65 -2.03 2.54  C6 1.092
16 H -1.39 -0.40 2.39  C6 1.085
17 H 0.34 -0.62 2.74  C6 1.089
18 H 1.17 -1.59 -0.68  N7 1.028
19 H 0.39 -2.88 0.08  N7 1.017

=====

Record 8
This record from the Open Molecules 2025 dataset describes a cluster of 2 separate species, C4H12N2O in total in a non-equilibrium geometry. The level of theory is ωB97M-V/def2-TZVPD.

Charge   +1
Multiplicity   2
HOMO-LUMO gap (alpha / beta)   9.72 / 6.07 eV
Energy   -343.983706 Eh
Energy above the lowest of the compared OMol25 structures with the same formula, charge and spin   49.4 kcal/mol
Molecular weight   104.15 g/mol

Each atom is followed by the atoms it is bonded to, with distances in Å.
Atoms and positions in Å:
1 C -1.43 2.11 2.03  C2 1.507, H7 1.085, H8 1.098, H9 1.096
2 C -1.59 0.62 1.96  C1 1.507, C3 1.578, H10 1.096, H11 1.087
3 C -0.22 -0.16 1.89  C2 1.578, N4 1.434, H12 1.099, H13 1.102
4 N 0.16 -0.70 0.61  C3 1.434, C5 1.376, H14 1.023
5 C 0.20 -0.07 -0.61  N4 1.376, N6 1.287, H15 1.090
6 N 1.34 0.04 -1.19  C5 1.287, H16 1.031
7 H -2.39 2.62 2.02  C1 1.085
8 H -0.87 2.46 2.91  C1 1.098
9 H -0.70 2.39 1.26  C1 1.096
10 H -2.03 0.35 0.99  C2 1.096
11 H -2.14 0.14 2.76  C2 1.087
12 H 0.62 0.31 2.41  C3 1.099
13 H -0.40 -1.05 2.50  C3 1.102
14 H 0.96 -1.33 0.68  N4 1.023
15 H -0.74 0.29 -1.02  C5 1.090
16 H 1.27 0.92 -1.73  N6 1.031
17 H 1.26 -0.97 -4.41  O19 0.944
18 H 1.68 -1.60 -3.14  O19 0.958
19 O 1.35 -1.82 -4.02  H17 0.944, H18 0.958

=====

Record 9
This record from the Open Molecules 2025 dataset describes a cluster of 2 separate species, C4H12N2O2 in total in a non-equilibrium geometry. The level of theory is ωB97M-V/def2-TZVPD.

Charge   0
HOMO-LUMO gap   8.31 eV
Energy   -419.419705 Eh
Energy above the lowest of the compared OMol25 structures with the same formula, charge and spin   143.6 kcal/mol
Molecular weight   120.15 g/mol

Each atom is followed by the atoms it is bonded to, with distances in Å.
Atoms and positions in Å:
1 C 1.12 0.38 0.89  C2 1.487, H7 1.085, H8 1.082
2 C 1.90 0.01 -0.31  C1 1.487, H9 1.099, H10 1.090, H11 1.092
3 N 0.00 -2.51 0.13  O4 1.397, H5 1.029, H6 1.019
4 O -0.50 -1.48 0.93  N3 1.397, C14 1.735
5 H -0.41 -2.38 -0.80  N3 1.029
6 H -0.36 -3.38 0.52  N3 1.019
7 H 1.24 1.41 1.22  C1 1.085
8 H 1.21 -0.30 1.73  C1 1.082
9 H 2.97 0.00 -0.04  C2 1.099
10 H 1.79 0.73 -1.13  C2 1.090
11 H 1.64 -0.99 -0.67  C2 1.092
12 C -0.73 1.88 -0.71  N13 1.456, H18 1.089, H19 1.093, H20 1.094
13 N -0.74 0.92 0.38  C12 1.456, C14 1.681, H16 1.013
14 C -1.60 -0.48 0.03  O4 1.735, N13 1.681, O15 1.231, H17 1.102
15 O -1.73 -0.84 -1.14  C14 1.231
16 H -1.18 1.22 1.24  N13 1.013
17 H -2.44 -0.56 0.75  C14 1.102
18 H -0.61 1.33 -1.65  C12 1.089
19 H 0.10 2.58 -0.61  C12 1.093
20 H -1.66 2.45 -0.76  C12 1.094

=====

Record 10
This record from the Open Molecules 2025 dataset describes a cluster of 2 separate species, C4H12N2O2 in total in a non-equilibrium geometry. The level of theory is ωB97M-V/def2-TZVPD.

Charge   0
HOMO-LUMO gap   9.19 eV
Energy   -419.548500 Eh
Energy above the lowest of the compared OMol25 structures with the same formula, charge and spin   62.7 kcal/mol
Molecular weight   120.15 g/mol

Each atom is followed by the atoms it is bonded to, with distances in Å.
Atoms and positions in Å:
1 C -1.68 -1.46 1.26  N2 1.461, H5 1.096, H6 1.088, H7 1.090
2 N -2.58 -0.34 0.98  C1 1.461, C3 1.455, H8 1.011
3 C -1.92 0.84 0.44  N2 1.455, O4 1.378, H9 1.104, H10 1.094
4 O -1.31 0.71 -0.79  C3 1.378, H18 1.082
5 H -1.65 -2.21 0.46  C1 1.096
6 H -2.00 -1.98 2.16  C1 1.088
7 H -0.67 -1.08 1.34  C1 1.090
8 H -3.31 -0.63 0.34  N2 1.011
9 H -1.24 1.18 1.23  C3 1.104
10 H -2.72 1.58 0.37  C3 1.094
11 O 3.76 -0.57 -1.02  C12 1.198
12 C 3.33 0.54 -0.89  O11 1.198, C13 1.510, H15 1.104
13 C 1.87 0.86 -0.63  C12 1.510, N14 1.452, H16 1.091, H17 1.092
14 N 0.99 -0.28 -0.80  C13 1.452, H19 1.006, H20 1.009
15 H 4.01 1.41 -0.95  C12 1.104
16 H 1.81 1.26 0.39  C13 1.091
17 H 1.56 1.63 -1.33  C13 1.092
18 H -0.32 0.27 -0.82  O4 1.082
19 H 1.15 -0.74 -1.68  N14 1.006
20 H 0.94 -0.99 -0.08  N14 1.009

=====

- Which formula does entry 2 have?
  C4H12N2O